1.
One molecule with the formula C11H14O3Se. Source: the OMol25 dataset; level of theory: ωB97M-V/def2-TZVPD.

Computed properties:
Energy relative to the best compared isomer or geometry (same formula, charge and spin) = 54.9 kJ/mol
Kohn-Sham gap = 8.7 eV
Charge = 0
DFT total energy = -83119.4284 eV
LUMO energy = 0.5943 eV
Structure (SMILES) = CCOC(=O)O/C(C)=C1\[Se][C@H]2C=C[C@@H]1C2

Geometry as XYZ:
```
29
C11H14O3Se | the OMol25 dataset | ωB97M-V/def2-TZVPD
C -3.105 0.469 0.911
C -3.297 -0.848 0.916
C 0.067 1.399 0.730
C 1.995 -0.076 1.124
C -2.453 -0.458 -1.210
C -2.186 0.727 -0.292
C -2.544 -1.553 -0.113
C -0.784 0.432 0.374
C -0.073 2.891 0.689
C 3.866 -0.983 -1.473
C 2.937 -1.531 -0.366
O 1.236 0.915 1.448
O 2.843 -0.482 1.873
O 1.914 -0.542 -0.127
Se -0.656 -1.524 0.557
H -3.410 1.087 1.678
H -3.854 -1.261 1.712
H -3.346 -0.245 -1.767
H -1.801 -0.737 -2.024
H -2.084 1.746 -0.864
H -2.699 -2.474 -0.544
H 0.146 3.192 -0.375
H 0.404 3.237 1.520
H -1.077 3.025 0.970
H 4.741 -0.573 -0.939
H 4.154 -1.534 -2.357
H 3.401 -0.152 -2.014
H 3.357 -1.769 0.693
H 2.310 -2.380 -0.732
```

2.
One molecule with the formula C11H14OSi. Source: the OMol25 dataset; level of theory: ωB97M-V/def2-TZVPD.

Computed properties:
Energy relative to the best compared isomer or geometry (same formula, charge and spin) = 0.0 kJ/mol
Kohn-Sham gap = 8.9 eV
Charge = 0
DFT total energy = -21558.8545 eV
LUMO energy = 0.4652 eV
Structure (SMILES) = C=C[Si](C)(C)C(=O)c1ccccc1

Geometry as XYZ:
```
27
C11H14OSi | the OMol25 dataset | ωB97M-V/def2-TZVPD
C -2.815 2.440 1.000
C -1.782 3.282 0.619
C -2.566 1.093 1.223
C -0.504 2.779 0.461
C -1.296 0.579 1.036
C -0.254 1.420 0.653
C -0.349 -3.186 0.287
C 0.611 -2.329 0.612
C 1.108 0.910 0.409
C 0.372 -0.906 -2.174
C 3.194 -1.224 -0.746
O 2.109 1.546 0.643
Si 1.321 -0.997 -0.527
H -3.813 2.833 1.130
H -1.971 4.333 0.454
H -3.367 0.441 1.541
H 0.314 3.427 0.177
H -1.097 -0.470 1.206
H -0.711 -3.937 0.973
H -0.823 -3.172 -0.682
H 1.041 -2.401 1.605
H -0.691 -0.757 -2.010
H 0.726 -0.087 -2.792
H 0.496 -1.824 -2.743
H 3.655 -0.301 -1.087
H 3.665 -1.490 0.197
H 3.428 -2.003 -1.466
```

3.
C11H15BIrN6O2 as an isolated structure. Source: the OMol25 dataset; level of theory: ωB97M-V/def2-TZVPD.

Computed properties:
Kohn-Sham gap (spin up / spin down) = 9.5 / 4.9 eV
Charge = +2
DFT total energy = -28179.6277 eV
LUMO energy (spin up / spin down) = -6.7823 / -11.2915 eV
Multiplicity = 6

Geometry as XYZ:
```
36
C11H15BIrN6O2 | the OMol25 dataset | ωB97M-V/def2-TZVPD
H -0.051 2.698 2.068
N 0.433 1.695 0.283
B 0.996 0.844 -2.025
N 0.814 2.017 -1.003
C 0.824 3.354 -1.072
Ir -0.057 -0.036 1.013
H 1.091 3.798 -2.025
C 0.554 3.904 0.179
H 0.597 4.907 0.549
C 0.282 2.836 1.044
H 1.518 1.231 -3.009
C -2.071 -3.054 2.826
H -2.388 -3.242 3.867
H -1.065 -3.485 2.672
H -2.757 -3.402 2.036
N -0.423 0.324 -2.193
N 1.769 -0.302 -1.299
N -1.007 -0.132 -1.023
N 1.466 -0.727 -0.013
C -1.240 0.133 -3.265
C 2.732 -1.100 -1.768
H -0.886 0.440 -4.264
H 3.007 -0.860 -2.788
C -2.404 -0.467 -2.795
C 3.165 -1.971 -0.767
C -2.209 -0.622 -1.389
C 2.347 -1.721 0.351
H -3.259 -0.797 -3.402
H 3.992 -2.664 -0.750
H -2.854 -1.066 -0.638
H 2.251 -2.101 1.368
H -2.007 -1.963 2.725
O -0.927 1.621 3.343
C -0.778 0.428 3.657
O -0.472 -0.563 2.820
H -0.984 0.044 4.687
```

4.
An isolated ion of composition C11H15BN3 and charge +1. Source: the OMol25 dataset; level of theory: ωB97M-V/def2-TZVPD.

Computed properties:
Energy relative to the best compared isomer or geometry (same formula, charge and spin) = 386.5 kJ/mol
Kohn-Sham gap (spin up / spin down) = 6.8 / 6.2 eV
Charge = +1
DFT total energy = -16784.7193 eV
LUMO energy (spin up / spin down) = -5.0690 / -5.1811 eV

Geometry as XYZ:
```
30
C11H15BN3 | the OMol25 dataset | ωB97M-V/def2-TZVPD
B 0.985 0.469 3.138
C -3.575 2.785 -2.023
C -3.190 3.108 -0.769
C -3.035 1.772 -2.721
C -2.174 2.490 -0.135
C -2.024 0.947 -2.094
C -1.579 1.418 -0.816
C 1.018 -1.016 0.367
C 1.290 -2.188 -0.514
C 2.823 -2.447 -0.258
C 2.740 -2.283 1.285
C 1.906 -0.691 2.721
N -0.589 0.901 -0.080
N 1.733 -1.163 1.488
N 0.158 -0.153 -0.258
H -0.028 0.697 2.526
H 1.293 1.302 3.873
H -4.457 3.337 -2.408
H -3.799 3.815 -0.254
H -3.427 1.425 -3.634
H -1.820 2.611 0.824
H -1.513 0.138 -2.710
H 0.633 -2.981 -0.106
H 1.213 -2.229 -1.564
H 3.119 -3.484 -0.611
H 3.364 -1.662 -0.722
H 2.357 -3.171 1.688
H 3.761 -1.917 1.752
H 2.788 -1.226 3.154
H 0.029 -0.603 -1.140
```

no.,maximum force (eV/Å)
1,3.95
2,2.49
3,3.32
4,4.73